No. 1
{"formula": "C42H48BBiBr3F4N9O3", "method": "the ωB97M-V functional and the def2-TZVPD basis", "homo_ev": -7.7, "total_charge": 0, "homo_lumo_gap_ev": 7.78, "lumo_energy_ev": 0.078, "de_lowest_kcal_mol": 3.9, "species": ["Bi", "O", "C", "C", "C", "C", "C", "C", "C", "O", "N", "N", "C", "C", "Br", "C", "C", "C", "C", "C", "C", "C", "H", "H", "H", "H", "H", "H", "H", "H", "H", "H", "H", "H", "H", "H", "C", "C", "C", "C", "C", "C", "Br", "C", "C", "Br", "C", "O", "C", "N", "H", "H", "H", "H", "H", "H", "C", "N", "C", "C", "N", "C", "C", "C", "C", "C", "C", "N", "C", "N", "C", "C", "N", "C", "C", "N", "C", "C", "H", "H", "H", "H", "H", "H", "H", "H", "H", "H", "H", "H", "H", "H", "H", "H", "H", "H", "H", "H", "H", "H", "H", "H", "H", "H", "H", "H", "F", "B", "F", "F", "F"], "positions_angstrom": [[0.322, 0.553, 0.637], [-2.366, -4.130, -0.549], [-3.160, -3.541, 0.392], [-4.448, -4.025, 0.575], [-5.269, -3.454, 1.536], [-4.798, -2.420, 2.337], [-3.513, -1.933, 2.130], [-2.702, -2.458, 1.137], [-1.370, -1.834, 0.800], [-1.151, -0.672, 1.528], [-0.328, -2.853, 0.955], [0.907, -2.309, 0.585], [1.904, -2.943, 1.051], [3.284, -2.475, 1.046], [3.660, -0.799, 0.259], [4.225, -3.167, 1.688], [5.601, -2.744, 1.998], [5.821, -1.567, 2.710], [7.115, -1.188, 3.035], [8.192, -1.975, 2.652], [7.975, -3.157, 1.958], [6.683, -3.547, 1.644], [-1.441, -3.943, -0.304], [-4.782, -4.858, -0.030], [-6.270, -3.841, 1.678], [-5.419, -2.005, 3.119], [-3.107, -1.139, 2.741], [-1.355, -1.623, -0.283], [-0.287, -3.113, 1.943], [1.755, -3.857, 1.627], [3.916, -4.137, 2.068], [4.974, -0.976, 3.034], [7.279, -0.279, 3.599], [9.201, -1.674, 2.907], [8.812, -3.780, 1.669], [6.509, -4.475, 1.111], [1.175, 3.214, -2.368], [1.275, 3.913, -1.046], [1.709, 5.261, -0.994], [1.796, 5.897, 0.205], [1.427, 5.216, 1.391], [1.446, 5.787, 2.684], [2.043, 7.569, 2.942], [1.019, 5.074, 3.766], [0.555, 3.758, 3.608], [-0.117, 2.838, 5.104], [0.534, 3.127, 2.378], [0.042, 1.914, 2.251], [0.992, 3.882, 1.249], [0.943, 3.256, 0.037], [2.094, 3.350, -2.942], [0.352, 3.623, -2.959], [0.990, 2.153, -2.225], [1.972, 5.766, -1.914], [2.134, 6.922, 0.267], [1.021, 5.516, 4.752], [-1.633, -2.235, -3.262], [-0.219, -2.044, -3.505], [0.256, -2.619, -4.752], [0.521, -1.116, -2.826], [0.028, -0.079, -2.192], [-1.037, 0.644, -2.742], [-1.184, 0.811, -4.124], [-2.143, 1.651, -4.662], [-2.965, 2.382, -3.815], [-2.813, 2.252, -2.445], [-1.879, 1.376, -1.887], [-1.735, 1.289, -0.485], [-2.860, 1.346, 0.236], [-2.909, 2.089, 1.360], [-3.659, 1.713, 2.543], [-2.366, 3.435, 1.391], [-3.988, 0.679, -0.108], [-5.310, 1.218, 0.163], [-3.987, -0.447, -1.017], [1.867, -1.340, -2.802], [2.790, -0.248, -3.048], [2.442, -2.669, -2.775], [-2.253, -1.581, -3.883], [-1.855, -2.061, -2.216], [-1.885, -3.275, -3.474], [-0.456, -2.381, -5.548], [0.346, -3.706, -4.687], [1.220, -2.199, -5.023], [-0.504, 0.280, -4.782], [-2.229, 1.753, -5.736], [-3.701, 3.067, -4.216], [-3.423, 2.851, -1.778], [-4.055, 0.710, 2.428], [-4.486, 2.405, 2.733], [-2.981, 1.736, 3.399], [-1.688, 3.584, 0.556], [-1.839, 3.603, 2.326], [-3.186, 4.161, 1.327], [-5.235, 2.218, 0.580], [-5.866, 0.581, 0.855], [-5.861, 1.275, -0.779], [-2.982, -0.836, -1.109], [-4.337, -0.147, -2.010], [-4.635, -1.229, -0.616], [3.126, -0.257, -4.093], [3.666, -0.340, -2.411], [2.300, 0.698, -2.840], [2.879, -2.959, -3.737], [1.680, -3.394, -2.499], [3.233, -2.694, -2.023], [2.931, -1.312, 4.176], [1.600, -1.138, 3.821], [0.877, -0.417, 4.738], [0.992, -2.383, 3.562], [1.623, -0.400, 2.542]], "forces_ev_per_angstrom": [[-0.10, -0.09, -0.16], [-0.07, 0.00, -0.09], [-0.02, -0.12, -0.07], [-0.04, -0.05, -0.02], [0.03, 0.00, 0.00], [0.06, 0.00, -0.05], [-0.07, 0.01, 0.07], [0.04, 0.06, 0.15], [0.02, 0.09, -0.02], [0.11, -0.10, -0.07], [-0.14, -0.04, 0.03], [0.28, -0.06, 0.10], [-0.02, 0.07, -0.04], [-0.04, -0.03, -0.01], [0.05, 0.01, -0.05], [-0.05, 0.01, 0.02], [0.04, -0.01, -0.02], [-0.01, 0.05, 0.02], [0.00, -0.02, -0.01], [0.01, -0.01, 0.00], [0.01, 0.01, 0.00], [-0.02, 0.01, -0.01], [0.05, 0.02, 0.10], [0.00, 0.01, 0.00], [0.00, 0.01, 0.00], [0.00, -0.01, 0.00], [0.01, 0.02, -0.02], [-0.03, 0.04, -0.01], [0.03, 0.00, 0.00], [-0.01, -0.02, -0.02], [-0.01, 0.01, 0.03], [0.02, -0.03, -0.02], [0.00, 0.00, 0.00], [0.00, 0.00, 0.00], [0.00, 0.00, 0.00], [0.00, 0.00, 0.00], [0.05, 0.02, -0.01], [0.02, 0.05, -0.09], [0.00, -0.03, 0.06], [-0.02, -0.06, 0.00], [0.07, 0.08, -0.04], [-0.04, -0.02, 0.06], [0.00, -0.01, -0.01], [0.02, 0.01, -0.06], [0.01, 0.02, -0.02], [-0.01, 0.00, 0.01], [0.05, -0.12, 0.02], [-0.16, 0.18, 0.05], [-0.01, -0.07, 0.02], [-0.05, -0.06, 0.13], [-0.02, 0.00, -0.02], [-0.01, 0.01, 0.01], [-0.02, 0.02, 0.03], [0.00, 0.00, 0.00], [0.00, 0.00, 0.00], [0.00, 0.00, 0.00], [-0.01, -0.09, 0.02], [-0.03, 0.03, 0.01], [0.01, 0.01, 0.00], [0.03, -0.06, -0.02], [-0.03, -0.03, 0.03], [0.03, 0.05, -0.06], [0.02, -0.01, 0.06], [-0.03, 0.02, -0.01], [0.02, -0.01, -0.03], [0.00, -0.02, 0.02], [0.05, -0.02, 0.00], [-0.07, 0.13, 0.00], [-0.03, -0.06, -0.03], [-0.03, 0.06, 0.01], [0.01, -0.01, 0.01], [0.00, 0.02, -0.03], [0.03, 0.07, -0.03], [0.04, -0.03, 0.03], [-0.01, 0.02, -0.02], [-0.03, 0.02, 0.00], [0.02, -0.01, 0.01], [0.01, -0.02, -0.01], [-0.01, 0.00, 0.00], [-0.01, 0.06, 0.01], [0.01, 0.01, -0.01], [0.00, 0.00, 0.00], [0.00, 0.00, 0.00], [-0.01, 0.00, -0.01], [-0.01, 0.01, -0.01], [0.00, 0.00, 0.00], [0.00, 0.00, 0.00], [0.00, 0.00, 0.00], [0.00, -0.03, 0.02], [0.01, 0.01, -0.01], [0.01, -0.03, 0.00], [0.02, -0.01, 0.02], [0.02, 0.01, 0.02], [0.00, -0.01, -0.02], [-0.01, 0.00, 0.00], [0.00, 0.00, -0.01], [-0.01, 0.00, 0.00], [-0.01, -0.01, 0.01], [0.00, 0.00, 0.00], [-0.01, 0.00, -0.01], [-0.01, 0.00, 0.00], [-0.01, -0.01, 0.00], [0.01, -0.01, -0.01], [0.00, 0.00, 0.00], [0.00, 0.00, 0.01], [0.00, 0.01, 0.00], [0.02, -0.02, 0.08], [-0.07, 0.07, -0.14], [0.06, 0.01, 0.01], [-0.01, -0.06, 0.00], [-0.07, 0.10, 0.12]]}


No. 2
{"formula": "CHI2P", "method": "the ωB97M-V functional and the def2-TZVPD basis", "homo_ev": [-8.9, -8.3], "total_charge": 0, "homo_lumo_gap_ev": [7.10, 6.70], "lumo_energy_ev": [-1.769, -1.612], "de_lowest_kcal_mol": 77.9, "species": ["C", "P", "I", "I", "H"], "positions_angstrom": [[-0.689, -0.003, 0.568], [1.366, 1.027, -0.167], [-2.211, 1.242, -0.068], [-0.549, -1.945, -0.133], [2.083, -0.321, -0.199]], "forces_ev_per_angstrom": [[3.31, 1.46, -1.75], [-1.84, -2.71, 1.17], [-0.20, -0.12, 0.22], [-0.42, -0.20, 0.23], [-0.85, 1.57, 0.11]]}


No. 3
{"formula": "C9H8N2S2", "method": "the ωB97M-V functional and the def2-TZVPD basis", "homo_ev": -8.2, "total_charge": 0, "homo_lumo_gap_ev": 7.42, "lumo_energy_ev": -0.806, "de_lowest_kcal_mol": 70.0, "species": ["C", "C", "C", "C", "C", "C", "C", "C", "C", "N", "N", "S", "S", "H", "H", "H", "H", "H", "H", "H", "H"], "positions_angstrom": [[2.664, -1.964, -0.132], [-2.356, 1.223, 0.249], [-1.228, 2.051, 0.341], [-1.930, -0.096, 0.287], [-0.555, -0.029, 0.123], [0.303, -1.162, 0.051], [1.619, -1.146, 0.038], [2.768, 0.597, -0.168], [-2.754, -1.348, 0.070], [3.593, -2.593, -0.338], [-0.126, 1.241, 0.274], [3.186, 1.359, 1.183], [3.322, 0.935, -1.684], [-3.277, 1.703, 0.443], [-1.214, 3.108, 0.167], [-0.222, -2.141, 0.290], [-3.254, -1.865, 1.023], [-3.503, -0.993, -0.616], [-2.149, -2.166, -0.511], [0.850, 1.336, 0.171], [4.263, 1.950, -1.263]], "forces_ev_per_angstrom": [[0.47, -1.51, 0.05], [1.20, 1.87, 1.60], [-0.01, -0.99, -1.07], [0.14, -1.23, -1.24], [-0.64, -1.31, 1.16], [-0.63, -1.21, 1.39], [0.72, 4.64, -1.10], [-1.68, -1.97, 2.34], [0.44, -1.75, 0.73], [1.47, -1.02, -0.22], [-1.40, -0.08, -0.76], [-0.17, -0.20, 0.32], [1.44, 1.11, -1.33], [-1.22, -0.21, -0.25], [0.33, 0.30, 0.49], [0.87, 1.11, -0.71], [1.15, 1.36, -2.03], [-0.82, -0.46, -0.15], [-1.16, 1.50, 1.23], [0.83, 1.42, 0.16], [-1.32, -1.38, -0.61]]}